{
  "formula": "C7H12N2S2",
  "method": "wB97M-V/def2-TZVPD",
  "lumo_ev": [0.16, 0.20],
  "homo_lumo_gap_ha": [0.2841, 0.2831],
  "symbols": ["C", "C", "C", "C", "C", "C", "C", "N", "N", "S", "S", "H", "H", "H", "H", "H", "H", "H", "H", "H", "H", "H", "H"],
  "coordinates": [[-1.533, 1.128, -0.456], [-0.268, 1.617, -0.102], [-1.700, -0.231, -0.214], [0.519, 0.583, 0.320], [-3.709, -0.555, 1.087], [3.917, 0.368, -1.809], [-3.002, -1.028, -0.231], [3.573, -0.386, -0.760], [2.311, -0.751, 1.806], [-0.281, -0.944, 0.451], [2.226, 0.617, 0.838], [-2.349, 1.629, -0.787], [0.236, 2.552, -0.284], [-2.957, -0.803, 1.872], [-4.725, -1.076, 1.138], [-3.680, 0.579, 1.044], [4.622, 1.332, -1.581], [3.105, 0.617, -2.507], [4.510, -0.401, -2.302], [-3.432, -0.824, -1.205], [-2.704, -2.104, -0.300], [2.785, -1.437, 1.237], [2.537, -0.483, 2.746]],
  "atomic_forces_ev_per_a": [[0.778, -2.843, 0.895], [1.482, -0.901, -0.348], [0.212, 0.379, -0.120], [1.045, -0.725, 1.154], [0.014, -0.402, -1.278], [0.870, 3.279, -0.338], [1.925, 0.366, 0.191], [-1.155, -1.370, 2.931], [-0.857, 0.962, -1.226], [-0.239, 0.888, -0.540], [0.097, 0.315, -1.072], [-2.081, 1.923, -1.055], [-0.601, 0.480, 0.030], [-1.130, -0.154, -0.124], [1.341, 1.118, 0.595], [-0.832, -1.402, 0.153], [-1.253, -1.802, -0.744], [0.106, 0.310, -0.255], [0.539, -0.241, -0.382], [-0.885, 0.264, 0.161], [-0.586, 0.649, 0.557], [0.661, -0.434, 0.712], [0.550, -0.659, 0.103]]
}

=====

{
  "formula": "C7H12N3",
  "method": "wB97M-V/def2-TZVPD",
  "lumo_ev": -3.73,
  "homo_lumo_gap_ha": 0.3594,
  "charge": 1,
  "smiles": "Cc1cnc(C)n(C)c1=[NH2+]",
  "symbols": ["C", "C", "C", "C", "C", "C", "C", "N", "N", "N", "H", "H", "H", "H", "H", "H", "H", "H", "H", "H", "H", "H"],
  "coordinates": [[0.667, -2.074, -0.003], [1.419, -0.923, -0.001], [0.698, 0.299, -0.005], [-1.315, -0.944, -0.003], [2.912, -0.929, 0.005], [-2.797, -1.012, -0.003], [-1.385, 1.526, 0.004], [-0.665, -2.064, -0.006], [-0.663, 0.266, -0.001], [1.339, 1.468, -0.013], [1.125, -3.053, -0.003], [3.309, -0.438, -0.883], [3.276, -1.952, 0.015], [3.301, -0.423, 0.888], [-3.217, -0.555, 0.892], [-3.077, -2.062, -0.016], [-3.222, -0.530, -0.882], [-1.164, 2.092, -0.904], [-2.453, 1.346, 0.039], [-1.111, 2.113, 0.882], [2.346, 1.470, -0.012], [0.869, 2.356, -0.016]],
  "atomic_forces_ev_per_a": [[0.434, 0.812, 0.002], [-0.309, -0.196, 0.002], [0.213, -0.590, -0.009], [0.189, -0.268, -0.001], [-0.063, 0.060, -0.005], [-0.304, 0.053, -0.002], [-0.329, 0.489, -0.004], [-0.579, -0.381, -0.001], [0.326, -0.209, 0.007], [-0.072, 0.116, 0.011], [0.184, -0.045, 0.002], [0.101, 0.022, -0.067], [0.067, -0.017, 0.000], [0.101, 0.020, 0.066], [-0.061, 0.078, 0.028], [0.067, 0.063, -0.001], [-0.059, 0.076, -0.025], [-0.001, -0.042, 0.023], [0.115, -0.003, -0.004], [-0.010, -0.050, -0.019], [-0.051, 0.028, -0.001], [0.041, -0.015, -0.004]]
}

=====

{
  "formula": "C7H12N3O2",
  "method": "wB97M-V/def2-TZVPD",
  "lumo_ev": 3.60,
  "homo_lumo_gap_ha": 0.2216,
  "charge": -1,
  "smiles": "CCN(CC)C1=NNC=C([O-])O1",
  "symbols": ["C", "C", "C", "C", "C", "C", "C", "N", "N", "N", "O", "O", "H", "H", "H", "H", "H", "H", "H", "H", "H", "H", "H", "H"],
  "coordinates": [[-2.905, -1.674, -0.535], [-2.817, -0.439, -0.035], [-0.470, -0.877, -0.079], [3.238, 0.275, -0.197], [-0.594, 2.181, -0.046], [1.998, -0.470, 0.257], [0.428, 1.325, 0.645], [-1.842, -2.565, -0.637], [-0.525, -2.049, -0.729], [0.706, 0.173, -0.042], [-3.468, 0.560, -0.096], [-1.457, -0.370, 0.653], [-3.866, -1.964, -1.148], [3.083, 1.347, 0.059], [4.023, -0.058, 0.403], [3.547, 0.056, -1.310], [-1.653, 1.656, -0.107], [-0.566, 3.216, 0.305], [-0.464, 2.122, -1.125], [1.850, -1.529, -0.076], [1.988, -0.539, 1.393], [1.400, 1.881, 0.900], [0.108, 1.097, 1.620], [-1.745, -3.355, -0.074]],
  "atomic_forces_ev_per_a": [[-3.253, -1.608, -1.685], [0.970, -2.015, -0.183], [1.333, 0.253, -0.557], [-0.947, 0.179, -2.246], [-2.173, -0.818, -1.165], [-1.866, -1.018, 1.269], [0.801, 2.618, 1.154], [1.099, 0.342, -1.097], [1.149, 3.942, 1.428], [-0.404, -5.458, -2.982], [-1.124, 2.443, 0.512], [0.180, -0.081, 0.026], [1.985, 0.758, 1.071], [0.339, -0.584, -0.766], [1.574, -0.561, 0.941], [-0.864, 0.810, 2.040], [1.883, 1.622, 1.236], [-0.448, -0.135, -0.073], [0.923, 0.572, -0.275], [0.737, 0.945, -0.050], [0.593, -0.030, -0.754], [-1.117, -0.492, -0.969], [-0.919, -0.298, 1.812], [-0.453, -1.386, 1.314]]
}

=====

{
  "formula": "C7H12N6",
  "method": "wB97M-V/def2-TZVPD",
  "lumo_ev": -8.77,
  "homo_lumo_gap_ha": 0.2755,
  "charge": 2,
  "smiles": "NC(=[NH2+])[C@@H]1Nc2nccnc2C[NH2+]1",
  "symbols": ["C", "C", "C", "C", "C", "C", "C", "N", "N", "N", "N", "N", "N", "H", "H", "H", "H", "H", "H", "H", "H", "H", "H", "H", "H"],
  "coordinates": [[4.211, -0.108, -0.178], [3.774, -1.391, -0.242], [2.068, 0.651, 0.061], [1.664, -0.655, -0.011], [-1.996, -0.589, -0.150], [1.096, 1.666, 0.513], [-0.614, -0.088, -0.409], [3.426, 0.904, 0.018], [2.508, -1.636, -0.237], [0.344, -0.980, 0.160], [-2.987, -0.459, -1.052], [-2.314, -1.144, 1.048], [-0.338, 1.198, 0.314], [5.268, 0.196, -0.124], [4.463, -2.152, -0.254], [1.125, 1.886, 1.672], [1.539, 2.651, -0.001], [-0.535, 0.244, -1.454], [0.167, -1.938, 0.004], [-3.061, -0.309, -2.058], [-3.823, -0.904, -0.928], [-1.643, -1.012, 1.807], [-3.226, -1.484, 1.185], [-0.650, 1.002, 1.222], [-0.880, 1.990, -0.058]],
  "atomic_forces_ev_per_a": [[2.350, 2.224, 0.795], [-0.573, 0.502, -0.291], [1.956, -1.186, 1.020], [1.669, 0.761, -0.860], [-3.284, -0.783, 0.601], [2.639, 2.761, 1.243], [1.333, 0.620, -0.700], [-3.284, 1.384, -0.247], [-1.426, -1.762, 0.452], [-2.051, 0.344, 0.003], [2.696, 0.457, -0.320], [2.770, 2.051, -2.317], [-0.366, 1.647, -1.012], [-0.354, -0.674, -0.320], [1.289, -2.006, -0.329], [0.251, -0.500, -2.251], [-2.178, -1.634, 0.840], [0.239, -0.772, -0.254], [-0.157, -1.409, -0.235], [1.828, 0.687, -0.049], [-2.840, -1.481, 1.715], [-0.480, -0.697, -0.114], [-1.261, -0.556, 0.665], [-0.666, 0.223, 1.924], [-0.099, -0.203, 0.041]]
}

=====

{
  "formula": "C7H12N7OSSr",
  "method": "wB97M-V/def2-TZVPD",
  "lumo_ev": -2.67,
  "homo_lumo_gap_ha": 0.2824,
  "charge": 1,
  "symbols": ["Sr", "O", "N", "C", "C", "C", "C", "C", "S", "H", "H", "H", "H", "N", "C", "N", "N", "C", "N", "H", "H", "H", "H", "N", "N", "H", "H", "H", "H"],
  "coordinates": [[-1.865, -0.130, -0.563], [-1.469, 0.839, 1.455], [-0.525, 1.758, 1.624], [0.028, 1.826, 2.856], [1.003, 2.738, 3.143], [1.418, 3.603, 2.128], [0.849, 3.509, 0.885], [-0.152, 2.561, 0.596], [-0.850, 2.460, -0.982], [-0.386, 1.109, 3.548], [1.425, 2.774, 4.135], [2.183, 4.343, 2.318], [1.149, 4.162, 0.079], [2.719, -2.415, -2.786], [2.934, -3.113, -1.663], [3.976, -3.948, -1.619], [2.187, -3.040, -0.561], [1.128, -2.279, -0.635], [0.180, -1.608, -0.609], [3.313, -2.509, -3.590], [1.974, -1.739, -2.826], [4.638, -4.032, -2.369], [4.130, -4.461, -0.769], [-4.890, -1.180, -0.640], [-4.549, 0.221, -0.740], [-5.863, -1.324, -0.899], [-4.822, -1.439, 0.339], [-5.138, 0.814, -0.159], [-4.726, 0.502, -1.699]],
  "atomic_forces_ev_per_a": [[-0.349, -0.145, -0.115], [-0.041, -0.076, 0.098], [-0.038, -0.053, 0.028], [0.023, 0.143, 0.003], [-0.057, -0.081, 0.030], [0.022, 0.045, -0.013], [-0.046, -0.004, -0.031], [0.187, 0.259, -0.016], [0.055, 0.003, 0.058], [0.048, 0.019, 0.043], [0.002, 0.001, 0.014], [0.012, 0.003, 0.007], [0.004, -0.004, 0.000], [-0.081, 0.013, 0.013], [0.113, -0.151, 0.424], [0.012, -0.016, -0.011], [-0.229, 0.316, -0.705], [0.295, -0.180, 0.384], [-0.030, -0.132, -0.223], [0.003, 0.001, 0.012], [0.013, -0.004, 0.012], [-0.003, 0.004, 0.000], [0.000, 0.000, -0.012], [-0.027, 0.127, 0.040], [0.028, 0.086, -0.021], [0.061, -0.098, -0.009], [0.009, 0.011, -0.025], [0.015, -0.064, -0.002], [-0.001, -0.023, 0.019]]
}

=====

{
  "formula": "C7H12NO4",
  "method": "wB97M-V/def2-TZVPD",
  "lumo_ev": -3.09,
  "homo_lumo_gap_ha": 0.3796,
  "charge": 1,
  "smiles": "COC(=O)O/C(OC)=C1\\[NH2+][C@@H]1C",
  "symbols": ["C", "C", "C", "C", "C", "C", "C", "N", "O", "O", "O", "O", "H", "H", "H", "H", "H", "H", "H", "H", "H", "H", "H", "H"],
  "coordinates": [[2.141, -0.182, 0.575], [-0.035, 0.809, 0.452], [-2.619, -0.024, 0.721], [-1.200, 0.239, 0.765], [-3.244, -0.794, -0.402], [2.727, -1.491, -1.288], [1.231, 2.513, -0.598], [-1.707, -0.786, 1.643], [3.184, -0.268, 1.118], [1.074, 0.470, 1.172], [1.764, -0.690, -0.588], [0.033, 1.740, -0.480], [-3.289, 0.659, 1.236], [-4.095, -1.372, -0.048], [-2.526, -1.455, -0.880], [-3.604, -0.090, -1.149], [3.722, -1.055, -1.202], [2.397, -1.513, -2.324], [2.738, -2.498, -0.871], [2.006, 1.956, -1.127], [1.600, 2.824, 0.382], [0.949, 3.386, -1.182], [-1.731, -0.611, 2.650], [-1.516, -1.767, 1.426]],
  "atomic_forces_ev_per_a": [[-0.152, -0.375, -0.315], [-0.020, -0.366, 0.156], [-0.136, 0.683, -0.717], [-0.102, 0.341, -0.274], [-0.088, -0.167, 0.057], [0.424, -0.234, -0.174], [0.506, 0.424, -0.002], [0.738, -0.650, 0.806], [0.237, 0.074, 0.202], [-0.307, 0.335, -0.046], [-0.484, 0.291, 0.126], [-0.289, -0.490, 0.277], [0.114, -0.113, 0.221], [-0.069, -0.021, 0.002], [0.084, -0.053, -0.049], [0.015, 0.056, -0.013], [-0.094, 0.013, -0.024], [0.029, 0.007, 0.090], [-0.025, 0.090, -0.003], [-0.131, -0.013, 0.019], [-0.090, -0.023, -0.107], [0.039, -0.081, 0.046], [-0.094, 0.073, -0.212], [-0.105, 0.200, -0.064]]
}

=====

Q: What is the formula in the third record?
A: C7H12N3O2

=====

Copy entry 1 word for word.
{
  "formula": "C7H12N2S2",
  "method": "wB97M-V/def2-TZVPD",
  "lumo_ev": [0.16, 0.20],
  "homo_lumo_gap_ha": [0.2841, 0.2831],
  "symbols": ["C", "C", "C", "C", "C", "C", "C", "N", "N", "S", "S", "H", "H", "H", "H", "H", "H", "H", "H", "H", "H", "H", "H"],
  "coordinates": [[-1.533, 1.128, -0.456], [-0.268, 1.617, -0.102], [-1.700, -0.231, -0.214], [0.519, 0.583, 0.320], [-3.709, -0.555, 1.087], [3.917, 0.368, -1.809], [-3.002, -1.028, -0.231], [3.573, -0.386, -0.760], [2.311, -0.751, 1.806], [-0.281, -0.944, 0.451], [2.226, 0.617, 0.838], [-2.349, 1.629, -0.787], [0.236, 2.552, -0.284], [-2.957, -0.803, 1.872], [-4.725, -1.076, 1.138], [-3.680, 0.579, 1.044], [4.622, 1.332, -1.581], [3.105, 0.617, -2.507], [4.510, -0.401, -2.302], [-3.432, -0.824, -1.205], [-2.704, -2.104, -0.300], [2.785, -1.437, 1.237], [2.537, -0.483, 2.746]],
  "atomic_forces_ev_per_a": [[0.778, -2.843, 0.895], [1.482, -0.901, -0.348], [0.212, 0.379, -0.120], [1.045, -0.725, 1.154], [0.014, -0.402, -1.278], [0.870, 3.279, -0.338], [1.925, 0.366, 0.191], [-1.155, -1.370, 2.931], [-0.857, 0.962, -1.226], [-0.239, 0.888, -0.540], [0.097, 0.315, -1.072], [-2.081, 1.923, -1.055], [-0.601, 0.480, 0.030], [-1.130, -0.154, -0.124], [1.341, 1.118, 0.595], [-0.832, -1.402, 0.153], [-1.253, -1.802, -0.744], [0.106, 0.310, -0.255], [0.539, -0.241, -0.382], [-0.885, 0.264, 0.161], [-0.586, 0.649, 0.557], [0.661, -0.434, 0.712], [0.550, -0.659, 0.103]]
}